(1)
Density functional theory data (ωB97M-V with the def2-TZVPD basis set) for C23H28N2O2P2S3Y as an isolated structure.

```
61
Properties=species:S:1:pos:R:3:mulliken_charge:R:1
Y -0.50127 -0.02243 1.82795 -0.206
C -0.53559 -4.57175 1.53926 -1.541
C -1.15058 -3.20628 1.68998 1.087
O -0.36295 -2.21465 1.38811 -0.159
C -2.42536 -3.05690 2.15574 -1.328
C -2.95931 -1.72100 2.34657 1.331
C -3.49904 -1.34215 3.69741 -1.422
N -2.93955 -0.78708 1.44411 -0.817
N -2.74876 -1.20863 0.12790 -0.109
C -2.02078 -0.41330 -0.58318 0.498
O -1.34669 0.61432 -0.14235 -0.640
C -1.87567 -0.73282 -2.03610 0.385
C -1.16008 0.13774 -2.85275 -0.147
C -0.96970 -0.15563 -4.19658 -0.586
C -1.49031 -1.32391 -4.73398 -0.416
C -2.20542 -2.19652 -3.92054 -0.614
C -2.39791 -1.90447 -2.57994 -0.587
H 0.39002 -4.62305 2.11536 0.282
H -1.20989 -5.36566 1.85757 0.389
H -0.27838 -4.72618 0.48838 0.255
H -2.93917 -3.90856 2.58272 0.268
H -4.31416 -2.02425 3.95693 0.424
H -2.73262 -1.44124 4.46799 0.272
H -3.86990 -0.31957 3.69173 0.315
H -0.74518 1.03630 -2.41429 0.503
H -0.40727 0.52841 -4.82095 0.410
H -1.33829 -1.55758 -5.78084 0.381
H -2.60943 -3.11246 -4.33463 0.384
H -2.94106 -2.57538 -1.92796 0.460
S -1.09448 1.55067 3.95070 -0.454
C 0.56401 1.34170 4.48435 0.230
S 1.48966 0.09412 3.68444 -0.406
S 1.22497 2.32024 5.65176 -0.306
C 3.45558 -0.48247 0.66358 -1.348
P 1.76962 -0.31221 -0.02600 1.724
C 1.69856 -1.71749 -1.18987 -1.552
C 1.94885 1.15505 -1.11479 0.097
C 2.50458 1.05254 -2.38967 -0.445
C 2.60407 2.15887 -3.21719 -0.816
C 2.15380 3.39376 -2.77162 -0.814
C 1.60483 3.50844 -1.50485 -0.683
C 1.48711 2.40153 -0.66532 0.239
P 0.71501 2.52303 1.00157 1.440
C 2.00177 3.36796 1.97895 -1.269
C -0.54913 3.82035 0.79122 -1.614
H 4.21778 -0.49829 -0.11801 0.418
H 3.49610 -1.41047 1.23659 0.430
H 3.64630 0.33527 1.35837 0.251
H 2.62504 -1.86214 -1.74862 0.550
H 0.86541 -1.57955 -1.88067 0.276
H 1.49123 -2.60404 -0.58933 0.271
H 2.84960 0.09199 -2.75165 0.308
H 3.02736 2.05681 -4.20894 0.412
H 2.22449 4.26416 -3.41235 0.387
H 1.25065 4.47512 -1.16859 0.278
H 2.31004 4.31162 1.52409 0.420
H 2.86216 2.70671 2.08292 0.250
H 1.61009 3.54245 2.98337 0.384
H -0.14800 4.77957 0.46047 0.471
H -1.02366 3.94847 1.76543 0.418
H -1.29907 3.46096 0.08604 0.380
```

The calculation puts the LUMO energy at 2.51 eV. As for the net charge: -1. The calculation puts the energy relative to the best compared isomer or geometry (same formula, charge and spin) at 11.0 kcal per mole. The orbital gap is 6.76 eV. The value obtained for the HOMO energy is -4.252 eV.

***

(2)
Density functional theory data (ωB97M-V with the def2-TZVPD basis set) for the molecule C23H28N2O3.

```
56
Properties=species:S:1:pos:R:3:mulliken_charge:R:1
C 3.80812 1.42258 5.86323 -1.059
C 2.29824 1.63853 5.98418 -1.018
C 1.57066 0.89229 4.90193 0.681
C 1.32737 1.48480 3.66858 -0.996
C 0.69623 0.78883 2.65755 -0.385
C 0.29236 -0.53019 2.85815 0.843
N -0.34067 -1.18301 1.79610 0.070
C -0.85289 -2.43242 1.75858 0.652
O -0.83786 -3.24108 2.66446 -0.699
C -1.45713 -2.78975 0.39686 -0.913
N -1.95394 -1.63357 -0.31011 0.525
C -2.18451 -1.88689 -1.72035 -1.140
C -2.89099 -0.68787 -2.36444 -0.995
C -2.58518 0.57920 -1.55643 -0.031
C -1.08035 0.79546 -1.47471 0.339
O -0.49179 0.88860 -0.41695 -0.608
C -0.34486 0.86929 -2.75398 0.103
C -0.89664 1.33658 -3.94942 -0.100
C -0.14195 1.37477 -5.09844 -0.891
C 1.18720 0.93731 -5.09786 0.886
O 1.83022 1.00535 -6.28704 -0.456
C 3.17863 0.60259 -6.35557 -0.838
C 1.74812 0.47958 -3.90759 -0.393
C 0.98796 0.46090 -2.75593 -1.030
C -3.20339 0.43656 -0.15993 -1.082
C -3.12209 -1.02561 0.30179 -0.819
C 0.53373 -1.13381 4.08845 -0.543
C 1.16665 -0.42241 5.09064 -0.778
H 4.33636 1.96137 6.64698 0.352
H 4.16346 1.77567 4.89764 0.320
H 4.04522 0.36439 5.94756 0.322
H 1.96324 1.29046 6.96355 0.354
H 2.08082 2.70624 5.90886 0.353
H 1.63386 2.50775 3.49938 0.366
H 0.50991 1.25853 1.70402 0.492
H -0.46690 -0.61799 0.95846 -0.175
H -0.65485 -3.24035 -0.19776 0.370
H -2.22425 -3.56576 0.55992 0.340
H -2.78790 -2.79930 -1.87842 0.381
H -1.20790 -2.04541 -2.19076 0.499
H -2.56966 -0.58633 -3.40067 0.542
H -3.97204 -0.83885 -2.36127 0.473
H -3.01440 1.45078 -2.06108 0.630
H -1.91087 1.70431 -3.97853 0.427
H -0.55439 1.74425 -6.02404 0.433
H 3.29555 -0.45334 -6.09290 0.341
H 3.47695 0.75060 -7.39201 0.242
H 3.81271 1.21321 -5.70565 0.344
H 2.77147 0.14168 -3.86836 0.398
H 1.41973 0.11192 -1.82956 0.444
H -2.65147 1.07320 0.53267 0.340
H -4.24331 0.76411 -0.17242 0.450
H -4.04185 -1.57129 0.02989 0.377
H -3.02205 -1.07228 1.38699 0.355
H 0.22431 -2.15210 4.25335 0.530
H 1.34702 -0.90207 6.04238 0.378
```

The calculation puts the LUMO energy at 0.31 eV. The calculation puts the energy relative to the best compared isomer or geometry (same formula, charge and spin) at 18.9 kcal per mole. The orbital gap is 8.15 eV. As for the SMILES: CCc1ccc(NC(=O)CN2CCC(C(=O)c3ccc(OC)cc3)CC2)cc1. The value obtained for the HOMO energy is -7.835 eV.

***

(3)
Density functional theory data (ωB97M-V with the def2-TZVPD basis set) for the molecule C23H28N4O5S.

```
61
Properties=species:S:1:pos:R:3:mulliken_charge:R:1
C -3.44380 -3.18818 2.41705 -0.811
O -3.58390 -1.82139 2.71317 -0.468
C -3.65504 -0.93662 1.67544 0.652
C -3.62870 -1.28533 0.33126 0.002
C -3.69609 -0.29750 -0.63698 -0.778
C -3.79351 1.04050 -0.28995 0.652
C -3.73903 2.10340 -1.35504 -1.634
N -2.35528 2.48071 -1.60149 0.103
C -1.61122 1.85972 -2.53439 0.490
O -2.05732 1.11171 -3.38195 -0.648
C -0.12021 2.20485 -2.44201 -0.752
N 0.53734 1.51721 -1.34607 0.765
C 0.80962 0.12760 -1.46587 -1.322
C -0.17989 -0.83674 -1.30786 0.675
C 0.14927 -2.17318 -1.36771 -0.826
C 1.46852 -2.57585 -1.58737 0.820
O 1.68197 -3.92012 -1.62235 -0.466
C 2.97320 -4.39100 -1.92495 -0.879
C 2.45675 -1.60905 -1.74030 -0.457
C 2.12198 -0.26695 -1.67472 -0.597
S 0.15078 1.95321 0.22186 1.066
O -0.17469 3.35588 0.19512 -0.825
O -0.81949 1.07533 0.81597 -0.253
C 1.71082 1.67464 0.97132 0.956
C 2.86444 2.47862 0.84858 0.402
C 2.97550 3.77579 0.13921 -1.280
N 3.87758 1.89425 1.45796 -1.110
N 3.41779 0.74129 1.95567 0.958
C 4.29297 -0.13269 2.67989 -0.887
C 2.11007 0.55537 1.68514 -0.751
C 1.35292 -0.64627 2.10230 -1.407
C -3.82705 1.38123 1.05709 -0.408
C -3.76642 0.40782 2.02887 -0.569
H -3.39438 -3.69562 3.37963 0.246
H -4.30227 -3.56936 1.85372 0.330
H -2.52427 -3.38650 1.85617 0.289
H -3.54497 -2.31573 0.02218 0.414
H -3.66312 -0.57347 -1.68164 0.275
H -4.28923 2.99724 -1.05169 0.464
H -4.13536 1.72556 -2.30064 0.443
H -1.87904 2.97699 -0.85890 0.386
H 0.37450 1.91735 -3.37282 0.438
H 0.00775 3.27446 -2.26145 0.483
H -1.19804 -0.53425 -1.12474 -0.020
H -0.60411 -2.93569 -1.25107 0.547
H 2.89168 -5.47643 -1.95141 0.256
H 3.69900 -4.10315 -1.15699 0.320
H 3.31388 -4.03008 -2.90022 0.349
H 3.48612 -1.88352 -1.90963 0.424
H 2.88772 0.48570 -1.78712 0.441
H 3.12745 3.60296 -0.92605 0.199
H 2.05285 4.33661 0.26275 0.332
H 3.81996 4.33942 0.52543 0.446
H 4.33327 -1.11401 2.20427 0.293
H 5.28248 0.31846 2.67367 0.294
H 3.95478 -0.25159 3.71091 0.298
H 1.70324 -1.52373 1.55749 0.245
H 1.47652 -0.83078 3.16877 0.563
H 0.30059 -0.49144 1.88043 0.008
H -3.89247 2.42010 1.34543 0.384
H -3.78438 0.66225 3.07666 0.441
```

The calculation puts the LUMO energy at 0.49 eV. The calculation puts the energy relative to the best compared isomer or geometry (same formula, charge and spin) at 68.5 kcal per mole. The orbital gap is 8.71 eV. As for the SMILES: COc1ccc(CNC(=O)CN(c2ccc(OC)cc2)S(=O)(=O)c2c(C)nn(C)c2C)cc1. The value obtained for the HOMO energy is -8.217 eV.